Record 1
Entry from the OMol25 dataset: a gas-phase ion, C39H41N4O2 (charge +1) in a non-equilibrium geometry (ωB97M-V/def2-TZVPD).

Summary:
HOMO energy	-9.3	eV
energy	-1879.988191	hartree
Kohn-Sham gap	7.041	eV

```
! RIJCOSX wB97M-V def2-TZVPD def2/J DEFGRID3
* xyz 1 1
C -1.31 1.09 -1.64
O -0.53 1.49 -0.51
C -0.83 1.05 0.83
C -2.33 0.75 0.99
C -2.84 -0.34 1.70
C -4.23 -0.53 1.78
C -5.09 0.29 1.05
C -4.58 1.36 0.31
C -3.21 1.65 0.38
C -0.52 2.32 1.60
N -1.16 2.90 2.64
C -2.22 2.35 3.46
C -0.44 4.06 3.01
C -0.53 4.82 4.17
C 0.51 5.72 4.41
C 1.60 5.82 3.55
C 1.69 5.02 2.40
C 0.62 4.16 2.15
N 0.53 3.08 1.26
C 1.50 2.83 0.20
C 0.17 -0.02 1.24
C -0.06 -1.17 0.36
C 0.52 -1.27 -0.93
O 1.51 -0.60 -1.35
C -0.12 -2.25 -1.81
N 0.45 -2.73 -2.95
C 1.73 -2.43 -3.52
C 2.85 -3.13 -3.07
C 2.75 -4.04 -1.89
C 4.04 -3.01 -3.78
C 4.12 -2.23 -4.94
C 5.40 -2.17 -5.72
C 2.98 -1.54 -5.37
C 1.77 -1.65 -4.68
C 0.55 -0.95 -5.19
C -0.42 -3.66 -3.53
C -1.52 -3.71 -2.77
N -1.35 -2.82 -1.72
C -2.39 -2.54 -0.75
C 0.13 -0.37 2.75
C 0.56 0.58 3.69
C 0.30 0.39 5.05
C -0.34 -0.78 5.48
C -0.60 -1.79 4.57
C -0.20 -1.65 3.23
H -0.58 0.90 -2.43
H -1.87 0.16 -1.45
H -1.98 1.91 -1.93
H -2.17 -1.01 2.23
H -4.61 -1.33 2.41
H -6.16 0.09 1.05
H -5.23 1.99 -0.31
H -2.83 2.57 -0.08
H -2.40 3.08 4.25
H -3.14 2.20 2.88
H -1.90 1.40 3.92
H -1.38 4.69 4.84
H 0.47 6.35 5.30
H 2.40 6.52 3.76
H 2.53 5.03 1.72
H 2.42 3.35 0.48
H 1.71 1.76 0.11
H 1.13 3.21 -0.76
H 1.18 0.37 1.03
H -0.56 -2.05 0.76
H 1.99 -4.81 -2.02
H 3.72 -4.53 -1.75
H 2.52 -3.48 -0.98
H 4.92 -3.55 -3.44
H 5.30 -1.51 -6.59
H 6.23 -1.80 -5.10
H 5.70 -3.17 -6.08
H 3.02 -0.92 -6.28
H 0.84 -0.34 -6.06
H -0.23 -1.65 -5.51
H 0.13 -0.27 -4.43
H -0.15 -4.20 -4.42
H -2.43 -4.29 -2.87
H -3.36 -2.75 -1.22
H -2.30 -3.18 0.13
H -2.38 -1.49 -0.44
H 1.18 1.42 3.36
H 0.60 1.17 5.76
H -0.61 -0.90 6.53
H -1.06 -2.73 4.89
H -0.15 -2.54 2.59
*
```

Record 2
Entry from the OMol25 dataset: a molecular structure, C39H41NO2P2Re in a non-equilibrium geometry (ωB97M-V/def2-TZVPD).

Summary:
HOMO energy (alpha / beta)	-13.6 / -13.6	eV
energy	-2475.992940	hartree
Kohn-Sham gap (alpha / beta)	6.409 / 4.727	eV
⟨S²⟩	3.806

```
! RIJCOSX wB97M-V def2-TZVPD def2/J DEFGRID3
* xyz 2 4
Re -0.87 0.67 -0.61
C -1.97 1.09 -2.39
C -1.49 -0.25 -2.18
C -0.74 -0.88 -3.38
C 0.71 -0.42 -3.51
C 1.14 0.35 -2.30
C 0.45 1.51 -1.85
C 0.04 2.40 -3.02
C -1.37 1.97 -3.49
C 1.67 0.21 1.66
H -2.96 1.47 -2.12
H -2.20 -1.00 -1.72
H -1.24 -0.74 -4.34
H -0.77 -1.97 -3.35
H 1.40 -1.27 -3.78
H 0.78 0.30 -4.35
H 2.26 0.40 -2.42
H 0.69 2.11 -0.92
H 0.70 2.43 -3.90
H -0.01 3.44 -2.71
H -2.00 2.88 -3.66
H -1.29 1.43 -4.45
H 0.75 0.90 1.54
H 2.51 0.58 2.24
H 1.27 -0.65 2.27
P -0.57 -1.63 0.09
P 2.32 -0.24 -0.02
C 0.76 -2.51 -0.73
C 1.85 -1.70 -0.97
C -1.91 -2.90 0.27
C -2.65 -3.42 -0.81
C -3.65 -4.38 -0.61
C -3.98 -4.80 0.68
C -3.34 -4.21 1.77
C -2.34 -3.26 1.56
C -2.72 0.79 0.15
C -2.60 2.22 0.25
C -3.85 2.85 0.28
C -5.05 2.12 0.17
C -5.07 0.72 0.03
C -3.88 0.02 0.09
C 3.73 -1.11 0.73
C 3.35 -2.21 1.50
C 4.33 -2.93 2.16
C 5.66 -2.57 1.98
C 6.02 -1.50 1.18
C 5.05 -0.73 0.56
C 2.99 1.46 -0.36
C 2.77 2.65 0.35
C 3.36 3.85 -0.07
C 4.25 3.89 -1.12
C 4.56 2.69 -1.75
C 3.95 1.51 -1.37
H 0.67 -3.58 -1.00
H 2.69 -2.09 -1.53
H -2.49 -3.11 -1.83
H -4.19 -4.83 -1.45
H -4.76 -5.56 0.83
H -3.64 -4.52 2.78
H -1.89 -2.78 2.42
H -1.74 2.99 0.23
H -3.85 3.94 0.33
H -5.98 2.65 0.13
H -5.98 0.18 -0.12
H -3.76 -1.07 0.12
H 2.31 -2.52 1.60
H 4.07 -3.74 2.81
H 6.44 -3.15 2.45
H 7.04 -1.22 1.01
H 5.29 0.14 -0.04
H 2.14 2.70 1.23
H 3.12 4.78 0.42
H 4.74 4.80 -1.44
H 5.22 2.68 -2.59
H 4.22 0.61 -1.90
O -1.29 3.16 2.61
C -1.58 2.02 2.96
C -2.35 1.80 4.25
C -2.12 0.34 4.49
C -1.29 -0.15 3.32
O -0.67 -1.24 3.29
N -1.20 0.83 2.38
H -1.86 2.46 5.01
H -3.45 1.95 4.11
H -1.56 0.10 5.40
H -3.09 -0.19 4.46
*
```

Record 3
Entry from the OMol25 dataset: a molecular structure, C39H42AsF6N8O7S4Y in a non-equilibrium geometry (ωB97M-V/def2-TZVPD).

Summary:
HOMO energy (alpha / beta)	-2.4 / -5.1	eV
energy	-6942.214759	hartree
Kohn-Sham gap (alpha / beta)	3.598 / 6.342	eV
⟨S²⟩	0.771

```
! RIJCOSX wB97M-V def2-TZVPD def2/J DEFGRID3
* xyz -1 2
Y 0.67 -0.01 -0.70
N -1.24 -0.54 0.78
C -1.06 -1.81 1.44
C -2.14 -2.63 1.76
C -1.92 -3.85 2.38
C -0.62 -4.24 2.68
C 0.48 -3.45 2.32
C 1.83 -3.84 2.56
C 2.85 -2.98 2.12
C 2.56 -1.82 1.47
N 1.27 -1.38 1.21
C 0.25 -2.20 1.67
H -1.07 0.23 1.43
H -2.18 -0.42 0.42
H -3.14 -2.31 1.50
H -2.76 -4.48 2.64
H -0.44 -5.19 3.17
H 2.04 -4.77 3.07
H 3.89 -3.24 2.29
H 3.35 -1.17 1.15
F 3.40 2.91 -3.07
C 3.68 1.65 -2.74
F 4.86 1.34 -3.26
F 2.79 0.82 -3.25
S 3.85 1.47 -0.87
O 3.09 0.24 -0.55
O 5.27 1.44 -0.75
N 3.17 2.71 -0.14
S 2.33 2.35 1.17
O 0.97 1.88 0.90
O 3.09 1.62 2.15
C 2.08 4.04 1.91
F 2.21 5.02 1.00
F 2.97 4.24 2.87
F 0.86 4.10 2.43
N 0.73 -6.72 -4.62
C 0.69 -5.72 -4.05
C 0.65 -4.46 -3.36
C 1.73 -4.06 -2.57
C 1.69 -2.83 -1.93
C 0.60 -1.95 -2.03
C -0.47 -2.41 -2.82
C -0.46 -3.63 -3.48
H 2.58 -4.72 -2.46
H 2.56 -2.56 -1.34
H -1.35 -1.80 -2.93
H -1.30 -3.94 -4.09
C -2.09 3.22 0.39
C -2.86 4.54 0.67
N -3.85 4.32 1.72
C -3.14 3.93 2.94
C -2.33 2.63 2.70
N -2.53 2.17 1.32
C -3.96 1.92 1.10
C -4.75 3.24 1.32
H -1.01 3.35 0.52
H -2.28 2.85 -0.62
H -3.39 4.88 -0.23
H -2.19 5.34 0.99
H -3.88 3.80 3.74
H -2.49 4.76 3.23
H -2.65 1.83 3.37
H -1.26 2.78 2.85
H -4.28 1.15 1.81
H -4.09 1.52 0.09
H -5.51 3.12 2.09
H -5.26 3.55 0.40
O 0.97 1.99 -1.87
N 0.41 3.11 -2.28
C -0.51 3.07 -3.26
C -1.16 4.23 -3.64
C -0.82 5.43 -3.04
C 0.21 5.45 -2.11
C 0.82 4.27 -1.75
H -0.72 2.09 -3.65
H -1.92 4.16 -4.40
H -1.32 6.35 -3.32
H 0.56 6.37 -1.66
H 1.64 4.19 -1.06
O -5.30 -3.14 -2.33
S -5.41 -1.73 -2.56
O -6.67 -1.08 -2.33
N -4.22 -0.92 -1.75
C -3.40 -0.31 -2.56
S -2.14 0.69 -2.02
C -3.70 -0.53 -4.02
C -3.02 -0.06 -5.13
C -3.50 -0.41 -6.39
C -4.63 -1.21 -6.52
C -5.31 -1.68 -5.41
C -4.81 -1.32 -4.17
H -2.14 0.55 -5.00
H -2.98 -0.06 -7.27
H -4.99 -1.46 -7.51
H -6.18 -2.31 -5.50
C 0.81 1.98 5.11
As 0.60 0.48 3.84
C 2.15 -0.54 4.46
C -0.70 -0.53 4.90
H 0.76 1.62 6.13
H 0.04 2.73 4.95
H 1.78 2.44 4.94
H 2.25 -0.42 5.54
H 3.05 -0.21 3.96
H 1.99 -1.60 4.23
H -0.34 -0.67 5.92
H -0.86 -1.50 4.42
H -1.66 -0.01 4.92
*
```